[1]
{"formula": "C25H26I2N6OReS2", "method": "ωB97M-V with the def2-TZVPD basis set", "spin_multiplicity": 4, "lumo_energy_ev": [-6.0, -7.7], "e_homo_ev": [-13.031, -13.104], "total_charge": 2, "s_squared": 3.783, "symbols": ["Re", "I", "C", "C", "C", "I", "C", "O", "C", "C", "N", "C", "C", "C", "C", "C", "C", "N", "C", "H", "H", "H", "H", "H", "H", "H", "H", "H", "H", "H", "C", "C", "C", "C", "C", "N", "H", "H", "H", "H", "H", "H", "H", "H", "H", "N", "C", "S", "C", "C", "C", "N", "C", "C", "H", "H", "H", "H", "H", "H", "S", "C", "N"], "coordinates": [[0.384457, -0.375176, -0.055644], [-6.155183, 2.834509, -2.123033], [-4.195544, 2.301853, -1.705984], [-3.167563, 2.724751, -2.541709], [-1.862310, 2.362204, -2.261193], [-0.344239, 2.950097, -3.559417], [-1.554491, 1.574546, -1.149960], [-0.248282, 1.224095, -0.971584], [-2.594610, 1.153240, -0.303393], [-2.378249, 0.329460, 0.954304], [-0.956135, 0.449880, 1.353648], [-0.521202, 0.122898, 2.725932], [0.948365, 0.478079, 2.746952], [1.640722, 0.772336, 3.902159], [2.982482, 1.112940, 3.814446], [3.589175, 1.168478, 2.568523], [2.841732, 0.863915, 1.451342], [1.547862, 0.518840, 1.534481], [-3.902339, 1.530310, -0.594525], [-3.384459, 3.330002, -3.410910], [-2.616578, -0.727554, 0.818023], [-3.008793, 0.713869, 1.758489], [-0.738352, 1.441265, 1.225223], [-0.676848, -0.938038, 2.924891], [-1.079059, 0.704931, 3.461074], [1.132722, 0.740481, 4.856381], [3.545702, 1.343785, 4.708541], [4.628039, 1.443494, 2.459540], [3.269950, 0.891994, 0.459462], [-4.701818, 1.216449, 0.065778], [5.022347, -1.108810, -2.777490], [3.781432, -0.345603, -3.266105], [4.081038, 1.149941, -3.458031], [3.217641, -0.964253, -4.557627], [2.738595, -0.465652, -2.240774], [1.917137, -0.589517, -1.446817], [5.789267, -1.025929, -3.546937], [4.807598, -2.164938, -2.619662], [5.418674, -0.682149, -1.856334], [4.852050, 1.240739, -4.222341], [4.456552, 1.606037, -2.541909], [3.196404, 1.693348, -3.788898], [3.978247, -0.868615, -5.331952], [2.321994, -0.440468, -4.891526], [2.991379, -2.022129, -4.428628], [-3.873762, -4.678457, -3.901239], [-3.138720, -3.650080, -4.346695], [-3.052407, -3.226244, -5.921094], [-2.357496, -2.899634, -3.295903], [-1.695596, -1.725679, -3.646737], [-0.969998, -1.033161, -2.710080], [-0.856687, -1.448130, -1.428949], [-1.483840, -2.587314, -1.080852], [-2.235091, -3.321069, -1.972828], [-4.406796, -5.204468, -4.575849], [-3.972028, -4.928221, -2.934634], [-1.756533, -1.364203, -4.663952], [-0.447783, -0.123607, -2.972676], [-1.365470, -2.913242, -0.058136], [-2.688265, -4.226785, -1.597716], [1.051355, -3.940326, 2.911642], [0.881095, -2.867099, 1.785735], [0.742038, -2.036539, 0.933499]], "forces_ev_per_angstrom": [[0.03, 0.02, -0.05], [-0.06, 0.01, -0.01], [0.07, -0.01, 0.01], [0.00, -0.01, 0.02], [-0.09, 0.02, -0.05], [0.02, -0.02, 0.02], [0.14, -0.14, -0.01], [-0.11, 0.22, -0.12], [-0.07, 0.01, -0.01], [0.04, 0.02, 0.03], [-0.10, 0.00, 0.07], [0.01, -0.01, -0.01], [0.00, 0.00, 0.00], [-0.02, 0.01, -0.01], [0.02, 0.00, -0.01], [0.00, 0.00, 0.01], [0.00, 0.01, 0.00], [0.01, -0.03, -0.01], [0.01, 0.01, -0.01], [0.00, 0.00, 0.00], [-0.01, 0.01, -0.01], [-0.02, -0.01, -0.01], [-0.04, 0.02, 0.03], [-0.01, 0.00, 0.00], [0.01, 0.00, 0.01], [0.00, 0.00, 0.00], [0.00, 0.00, 0.00], [0.00, 0.00, 0.00], [0.00, -0.01, 0.00], [0.00, 0.00, 0.00], [0.01, 0.00, -0.01], [-0.08, 0.01, 0.02], [0.01, 0.00, 0.01], [0.02, 0.00, -0.01], [0.02, -0.16, -0.03], [0.22, 0.11, 0.01], [0.00, 0.00, 0.00], [0.00, 0.00, 0.00], [0.00, 0.00, 0.00], [-0.01, 0.01, -0.01], [0.00, -0.01, 0.00], [0.00, 0.00, 0.00], [-0.01, 0.00, 0.00], [0.00, 0.00, 0.00], [0.00, 0.00, 0.00], [-0.02, -0.01, -0.06], [0.04, -0.02, 0.19], [0.02, 0.01, -0.08], [-0.02, 0.00, -0.05], [-0.02, 0.05, -0.01], [0.02, 0.00, 0.03], [-0.02, -0.06, 0.01], [0.00, 0.08, -0.02], [0.00, -0.03, 0.04], [0.00, -0.01, 0.01], [-0.02, 0.03, 0.02], [0.00, -0.01, 0.00], [-0.02, 0.05, 0.02], [0.03, -0.02, 0.02], [0.00, -0.02, -0.03], [-0.01, -0.04, 0.03], [0.03, 0.03, -0.07], [-0.01, -0.15, 0.09]]}

***

[2]
{"formula": "C3H12NO2", "method": "ωB97M-V with the def2-TZVPD basis set", "e_above_lowest_kj_mol": 153.8, "lumo_energy_ev": -3.3, "e_homo_ev": -14.295, "total_charge": 1, "symbols": ["C", "C", "C", "O", "N", "H", "H", "H", "H", "H", "H", "H", "H", "H", "H", "H", "H", "O"], "coordinates": [[0.179458, -0.479456, 0.060193], [1.068204, 0.567308, -0.722260], [1.998494, 1.209167, 0.216469], [1.391794, 1.711227, 1.432418], [-0.746235, -1.208818, -0.981287], [0.918641, -1.304150, 0.505468], [-0.506833, -0.004999, 0.737560], [0.484201, 1.355630, -1.203446], [1.617948, -0.047715, -1.466422], [2.553388, 2.032951, -0.351472], [2.881457, 0.664769, 0.498397], [1.397521, 2.656592, 1.159359], [-1.626118, -1.593941, -0.538367], [-0.874758, -0.667715, -1.816197], [-0.311408, -2.097391, -1.343122], [-4.130657, -1.252144, 0.062678], [-2.877442, -1.100357, 1.017321], [-3.114198, -1.456467, 0.102686]], "forces_ev_per_angstrom": [[1.64, -1.29, -1.60], [-1.22, -2.14, 0.15], [2.54, 1.94, 0.31], [0.28, 1.22, -2.11], [1.75, -2.48, 0.92], [-2.03, 1.89, -0.61], [0.12, -0.02, 0.60], [-0.32, -0.36, -0.12], [-0.14, 0.73, 0.15], [-1.07, -0.55, 0.66], [-0.02, -1.22, 0.28], [-0.54, -0.61, 1.36], [0.06, 1.15, -0.72], [-0.68, 0.67, -0.26], [0.04, 1.12, 0.49], [2.79, -0.73, -0.15], [-0.57, -0.75, -1.58], [-2.64, 1.42, 2.23]]}

***

[3]
{"formula": "C5H15NSi", "method": "ωB97M-V with the def2-TZVPD basis set", "e_above_lowest_kj_mol": 424.1, "lumo_energy_ev": -0.2, "e_homo_ev": -8.042, "total_charge": 0, "symbols": ["C", "C", "C", "C", "C", "N", "Si", "H", "H", "H", "H", "H", "H", "H", "H", "H", "H", "H", "H", "H", "H", "H"], "coordinates": [[-1.187420, 2.395288, -1.658733], [-1.235378, -1.583463, 2.069145], [1.147805, -1.783247, 2.537125], [0.948444, -0.318462, -2.291798], [0.327909, 2.327999, -1.320479], [0.083282, -1.397687, 1.596610], [1.103064, 0.743344, -0.695416], [-1.506766, 1.671266, -2.568749], [-1.845976, 1.952594, -0.881576], [-1.500142, 3.405021, -1.917969], [-1.987480, -1.327148, 1.321742], [-1.495886, -2.555422, 2.397233], [-1.486497, -0.853471, 2.842919], [0.727070, -2.741206, 2.884817], [2.149858, -2.027561, 2.026239], [1.217116, -1.017808, 3.299781], [0.792363, 0.077541, -3.411463], [1.806319, -0.925141, -2.444229], [0.034394, -0.990057, -2.339156], [0.622952, 3.047357, -0.663039], [0.816954, 2.477761, -2.241268], [0.468014, -0.577497, 1.458265]], "forces_ev_per_angstrom": [[-0.93, -2.46, -1.29], [-1.14, 2.66, -0.06], [-0.33, -2.56, -0.74], [-2.01, 0.41, -2.82], [-2.11, -2.07, -1.01], [0.86, -5.45, 0.03], [0.00, -0.57, -0.84], [1.16, 1.75, 1.70], [0.44, 0.74, -0.01], [-0.12, -0.07, 0.10], [0.20, -0.16, -0.52], [0.36, -1.15, 0.37], [-0.09, -0.17, 0.76], [0.93, 0.22, 0.85], [-1.54, 0.73, 0.68], [0.46, -0.16, 0.61], [0.43, 0.27, 2.41], [0.78, -1.01, 0.29], [0.99, 0.32, 0.82], [0.48, 2.40, 1.84], [1.00, 0.39, -1.29], [0.19, 5.95, -1.89]]}